1.
Entry from OMol25: C38H52GeN4OS3V as an isolated structure at a distorted geometry (wB97M-V/def2-TZVPD).

Results
E_LUMO (alpha / beta)   -7.2 / -7.2 eV
<S²>   1.16
2S+1   2
Net charge   +2

Atoms and positions in Å:
V: 0.47 1.61 -0.04
C: 6.13 2.38 -0.10
C: 5.25 3.48 0.46
N: 4.27 3.95 -0.55
C: 4.67 5.18 -1.28
C: 4.35 6.43 -0.49
C: 3.14 3.33 -0.80
S: 2.76 1.90 0.19
N: 2.40 3.82 -1.84
C: 1.15 3.61 -2.00
O: 0.40 3.03 -1.00
C: 0.43 3.97 -3.22
C: 1.17 4.43 -4.31
C: 0.52 4.76 -5.48
C: -0.87 4.64 -5.57
C: -1.60 4.19 -4.48
C: -0.95 3.85 -3.30
H: 6.84 2.05 0.67
H: 6.71 2.72 -0.96
H: 5.54 1.51 -0.40
H: 5.84 4.35 0.73
H: 4.72 3.15 1.35
H: 4.15 5.18 -2.23
H: 5.74 5.08 -1.47
H: 3.28 6.53 -0.33
H: 4.70 7.31 -1.04
H: 4.85 6.44 0.48
H: 2.24 4.52 -4.23
H: 1.08 5.11 -6.34
H: -1.37 4.90 -6.49
H: -2.68 4.11 -4.55
H: -1.52 3.52 -2.44
S: -1.78 0.97 -0.23
C: -2.31 0.55 1.31
N: -3.55 0.16 1.55
C: -3.81 -0.64 2.76
C: -3.13 0.00 3.93
N: -1.70 0.22 3.64
C: -0.77 0.05 4.81
C: -0.27 -1.37 4.87
C: -1.05 -2.35 5.48
C: -0.63 -3.67 5.51
C: 0.58 -4.01 4.94
C: 1.38 -3.04 4.36
C: 0.96 -1.72 4.33
C: -1.31 0.54 2.44
S: 0.33 0.98 2.13
C: -4.65 0.31 0.55
C: -4.83 -0.83 -0.42
C: -4.51 -0.68 -1.76
C: -4.71 -1.72 -2.66
C: -5.24 -2.92 -2.21
C: -5.57 -3.08 -0.87
C: -5.36 -2.04 0.02
H: -3.45 -1.65 2.60
H: -4.88 -0.67 2.93
H: -3.21 -0.65 4.80
H: -3.57 0.97 4.19
H: -1.38 0.28 5.69
H: 0.02 0.78 4.74
H: -1.99 -2.08 5.96
H: -1.24 -4.42 6.00
H: 0.92 -5.04 4.97
H: 2.35 -3.30 3.94
H: 1.60 -0.96 3.90
H: -4.46 1.24 0.02
H: -5.55 0.44 1.15
H: -4.12 0.27 -2.12
H: -4.48 -1.58 -3.70
H: -5.41 -3.73 -2.91
H: -6.01 -4.01 -0.52
H: -5.66 -2.17 1.06
C: -2.33 -5.18 -1.08
C: -1.22 -4.14 -0.97
C: -1.51 -3.02 0.03
C: -0.25 -2.21 0.37
Ge: 0.17 -0.87 -0.98
C: 1.84 -0.94 -2.06
C: 3.22 -1.23 -1.46
C: 3.32 -2.44 -0.53
C: 2.92 -3.75 -1.19
H: -2.06 -5.97 -1.79
H: -3.26 -4.73 -1.42
H: -2.52 -5.65 -0.11
H: -1.04 -3.70 -1.96
H: -0.29 -4.64 -0.67
H: -1.90 -3.47 0.96
H: -2.31 -2.38 -0.35
H: 0.62 -2.87 0.42
H: -0.32 -1.73 1.34
H: -0.86 -1.04 -2.12
H: 1.85 -0.01 -2.63
H: 1.54 -1.73 -2.76
H: 3.59 -0.35 -0.94
H: 3.90 -1.39 -2.31
H: 2.72 -2.26 0.36
H: 4.35 -2.51 -0.18
H: 1.87 -3.77 -1.48
H: 3.09 -4.60 -0.53
H: 3.51 -3.92 -2.10

2.
Entry from OMol25: C38H54F5N5O8P2STa as an isolated structure at a distorted geometry (wB97M-V/def2-TZVPD).

Results
E_LUMO   -9.9 eV
Net charge   +3

Atoms and positions in Å:
Ta: 0.08 -1.51 0.54
N: 1.37 -3.24 1.09
C: 1.72 -3.40 2.49
C: 1.64 -2.04 3.17
N: 0.31 -1.33 2.81
C: -0.90 -1.89 3.55
C: -1.53 -3.10 2.89
N: -1.57 -2.94 1.42
H: 0.92 -4.04 0.62
H: 2.33 -3.16 0.57
H: 2.73 -3.85 2.55
H: 0.97 -3.99 3.06
H: 2.41 -1.37 2.77
H: 1.75 -2.12 4.26
H: 0.48 -0.36 3.04
H: -1.64 -1.04 3.65
H: -0.69 -2.22 4.60
H: -2.51 -3.31 3.37
H: -0.98 -4.02 3.19
H: -2.49 -2.49 1.26
H: -1.57 -3.80 0.86
C: -6.06 0.22 -1.08
C: -5.52 -1.02 -0.35
C: -5.91 -2.43 -0.74
O: -4.06 -0.99 -0.39
P: -2.85 -0.64 -1.30
O: -1.77 -1.51 -0.70
C: -2.30 1.16 -1.19
P: -1.35 1.53 0.29
O: -0.41 0.34 0.45
O: -2.24 1.55 1.59
C: -3.71 1.92 1.65
C: -3.92 2.23 3.11
C: -4.07 3.12 0.73
O: -0.52 2.79 0.17
C: 0.01 4.28 0.27
C: -0.93 5.14 1.08
C: 0.20 4.59 -1.17
O: -3.40 -0.98 -2.75
C: -2.71 -0.64 -4.08
C: -1.21 -0.88 -4.03
C: -3.62 -1.45 -5.06
H: -7.14 0.23 -0.85
H: -5.87 0.12 -2.20
H: -5.64 1.17 -0.64
H: -5.69 -0.81 0.73
H: -5.91 -2.71 -1.81
H: -6.92 -2.62 -0.33
H: -5.20 -3.15 -0.23
H: -3.16 1.84 -1.33
H: -1.66 1.25 -2.07
H: -4.24 0.92 1.40
H: -3.11 2.88 3.43
H: -3.92 1.29 3.64
H: -4.90 2.70 3.21
H: -3.44 3.22 -0.18
H: -4.08 4.15 1.22
H: -5.12 2.98 0.40
H: 0.97 4.08 0.71
H: -1.96 4.81 0.88
H: -0.79 6.18 0.85
H: -0.77 5.01 2.17
H: -0.81 4.70 -1.61
H: 0.72 3.85 -1.76
H: 0.60 5.57 -1.31
H: -2.92 0.40 -4.16
H: -1.04 -1.95 -3.90
H: -0.80 -0.25 -3.25
H: -0.66 -0.58 -5.00
H: -3.25 -2.44 -4.90
H: -3.37 -1.22 -6.12
H: -4.66 -1.28 -4.81
F: -0.16 -6.78 -5.00
C: 0.35 -5.92 -4.05
C: 1.40 -5.03 -4.44
F: 2.32 -5.45 -5.31
C: 1.45 -3.82 -3.73
F: 2.26 -2.85 -4.26
C: 0.68 -3.60 -2.55
S: 1.00 -2.16 -1.59
C: -0.04 -4.70 -2.08
F: -1.19 -4.56 -1.23
C: -0.17 -5.94 -2.77
F: -0.80 -7.07 -2.35
O: 3.76 -2.52 0.28
C: 3.62 -1.28 0.27
N: 4.66 -0.33 0.20
C: 4.23 0.98 0.66
C: 2.71 0.73 0.84
O: 2.01 1.71 1.16
N: 2.37 -0.65 0.53
C: 4.52 2.07 -0.37
C: 3.60 2.59 -1.21
C: 3.97 3.72 -2.02
C: 5.29 4.19 -1.97
C: 6.28 3.55 -1.18
C: 5.90 2.49 -0.40
C: 4.81 1.39 2.08
C: 4.64 2.75 2.55
C: 5.03 3.19 3.79
C: 5.59 2.23 4.65
C: 5.64 0.91 4.31
C: 5.27 0.50 3.01
H: 5.65 -0.64 0.21
H: 2.67 2.07 -1.36
H: 3.21 4.14 -2.71
H: 5.60 4.99 -2.69
H: 7.31 3.93 -1.18
H: 6.58 1.91 0.15
H: 4.29 3.46 1.75
H: 4.93 4.21 4.07
H: 5.91 2.57 5.66
H: 5.92 0.13 5.09
H: 5.24 -0.58 2.74

It is found that the ΔE to the lowest compared entry with this formula, charge and spin values, taken in the order of the records, are 25.31 41.47 kcal per mole.